Record 1
2 unconnected molecules or ions with the total composition C2H2FN3O in a non-equilibrium geometry. Source: the OMol25 dataset; level of theory: ωB97M-V/def2-TZVPD.

Results
Energy (eV): -11334.929
Highest occupied orbital energy (eV): -8.98
LUMO level (eV): 0.22
Largest force on an atom (eV/Å): 5.6

Geometry as XYZ:
```
9
C2H2FN3O, DFT ωB97M-V/def2-TZVPD
C 0.98 -0.19 -0.90
C -3.11 0.55 -0.03
N 0.42 0.27 -0.02
N -0.45 0.55 0.75
N -3.08 -0.68 0.07
O -3.42 1.65 -0.17
F -2.07 -1.57 -0.08
H 1.83 -0.39 -1.48
H -0.59 -0.06 1.59
```



Record 2
19 unconnected molecules or ions with the total composition C27H92O19 in a non-equilibrium geometry. Source: the OMol25 dataset; level of theory: ωB97M-V/def2-TZVPD.

Results
Energy (eV): -68393.322
Highest occupied orbital energy (eV): -9.09
LUMO level (eV): 0.20
Largest force on an atom (eV/Å): 4.0

Geometry as XYZ:
```
138
C27H92O19, DFT ωB97M-V/def2-TZVPD
O 1.03 -4.93 0.56
H 0.89 -5.27 -0.32
H 1.92 -4.57 0.55
O -0.61 -2.88 4.01
H -0.36 -3.72 4.40
H -1.57 -2.88 4.03
O -3.33 -2.66 4.22
H -3.55 -2.89 3.32
H -4.06 -2.99 4.74
O -3.09 -1.95 -2.08
H -2.54 -1.28 -1.69
H -2.81 -1.99 -2.99
O -3.99 -3.54 1.77
H -4.48 -3.74 0.97
H -3.08 -3.50 1.49
O -1.44 -3.28 0.65
H -0.58 -3.65 0.46
H -1.36 -2.35 0.44
O -2.66 -6.10 -0.16
H -1.99 -6.75 0.07
H -2.32 -5.28 0.20
O -1.69 -0.28 4.44
H -1.06 -0.92 4.11
H -2.39 -0.80 4.83
O -1.10 -0.63 0.25
H -0.28 -0.17 0.42
H -1.77 -0.10 0.67
O -5.05 -3.60 -0.94
H -5.94 -3.61 -0.59
H -4.84 -2.67 -1.02
C 1.34 2.60 2.06
C 1.18 2.58 0.54
C 2.35 3.34 -0.05
O 1.12 1.37 -0.04
H 0.59 1.99 2.57
H 1.20 3.62 2.41
H 2.28 2.23 2.47
H 0.24 3.07 0.29
H 3.31 2.83 0.00
H 2.29 4.31 0.44
H 2.16 3.58 -1.10
H 0.91 1.40 -0.98
C 1.75 -1.15 2.44
C 2.54 -1.22 3.79
C 2.15 -0.01 4.74
O 2.08 -2.34 4.44
H 2.11 -0.44 1.70
H 0.69 -0.98 2.63
H 1.79 -2.15 2.00
H 3.57 -1.29 3.46
H 2.52 0.88 4.23
H 2.47 -0.04 5.78
H 1.07 0.12 4.69
H 1.12 -2.37 4.38
C -0.24 5.28 5.83
C -1.66 4.99 5.40
C -1.91 3.47 5.15
O -2.64 5.31 6.36
H 0.56 4.72 5.33
H -0.23 5.05 6.89
H 0.08 6.32 5.72
H -1.76 5.72 4.59
H -1.61 2.95 6.06
H -1.42 3.02 4.28
H -2.94 3.27 4.88
H -2.37 6.16 6.71
C -0.49 -3.84 -5.37
C -1.32 -2.59 -5.05
C -1.79 -1.77 -6.26
O -2.53 -3.00 -4.52
H 0.47 -3.64 -5.84
H -1.17 -4.47 -5.95
H -0.19 -4.45 -4.52
H -0.80 -1.95 -4.33
H -2.45 -2.25 -6.98
H -0.87 -1.49 -6.77
H -2.25 -0.81 -6.04
H -2.99 -3.63 -5.08
C 1.35 -1.86 -1.85
C 2.26 -3.02 -1.66
C 3.40 -2.98 -2.67
O 2.83 -3.01 -0.35
H 0.49 -2.09 -1.22
H 1.00 -1.75 -2.87
H 1.85 -0.96 -1.48
H 1.80 -3.98 -1.88
H 4.00 -3.89 -2.67
H 4.00 -2.08 -2.55
H 2.92 -2.88 -3.65
H 3.22 -2.16 -0.14
C -4.57 1.63 2.84
C -3.86 1.16 1.58
C -4.15 2.15 0.47
O -2.46 1.21 1.82
H -4.56 0.98 3.71
H -5.61 1.93 2.67
H -4.15 2.58 3.20
H -4.25 0.20 1.26
H -3.85 3.18 0.66
H -5.20 2.12 0.17
H -3.73 1.76 -0.46
H -2.30 0.76 2.65
C 6.00 0.45 -1.24
C 5.47 -0.23 0.07
C 5.42 0.71 1.28
O 4.10 -0.46 -0.13
H 5.56 -0.13 -2.05
H 7.07 0.27 -1.34
H 5.84 1.52 -1.24
H 6.11 -1.07 0.31
H 5.06 0.07 2.09
H 4.77 1.57 1.12
H 6.44 1.01 1.53
H 3.68 0.40 -0.18
C 1.89 3.20 -4.69
C 2.31 1.71 -4.72
C 3.10 1.13 -3.54
O 1.14 0.92 -4.93
H 1.10 3.45 -5.41
H 2.74 3.75 -5.08
H 1.66 3.54 -3.68
H 2.87 1.56 -5.65
H 3.41 0.10 -3.72
H 2.67 1.27 -2.55
H 4.04 1.69 -3.53
H 1.35 0.27 -5.60
C -1.91 3.38 -1.97
C -1.62 2.04 -2.57
C -2.17 1.91 -3.98
O -0.24 1.92 -2.53
H -1.21 4.11 -2.39
H -1.61 3.43 -0.92
H -2.94 3.70 -2.07
H -2.04 1.22 -1.99
H -2.20 0.84 -4.22
H -1.46 2.33 -4.69
H -3.13 2.40 -4.14
H 0.06 1.73 -3.42
```



Record 3
C4H5NO in the gas phase in a non-equilibrium geometry. Source: the OMol25 dataset; level of theory: ωB97M-V/def2-TZVPD.

Results
Energy (eV): -7760.946
Highest occupied orbital energy (eV): -9.63
LUMO level (eV): 1.01
Largest force on an atom (eV/Å): 7.6

Geometry as XYZ:
```
11
C4H5NO, DFT ωB97M-V/def2-TZVPD
C 0.21 0.70 -0.14
C 0.20 -0.85 -0.26
C -0.05 -0.17 1.07
C 1.35 -0.34 2.10
N 1.99 0.01 3.04
O 2.48 -1.01 1.93
H 1.18 1.20 -0.23
H -0.59 1.30 -0.43
H -0.63 -1.43 -0.69
H 1.26 -1.41 -0.24
H -1.02 -0.01 1.42
```



Record 4
C3H7ClOS in the gas phase in a non-equilibrium geometry. Source: the OMol25 dataset; level of theory: ωB97M-V/def2-TZVPD.

Results
Energy (eV): -28626.023
Highest occupied orbital energy (spin up / spin down) (eV): -8.84 / -8.84
LUMO level (spin up / spin down) (eV): -0.58 / -0.58
Largest force on an atom (eV/Å): 4.4

Geometry as XYZ:
```
13
C3H7ClOS, DFT ωB97M-V/def2-TZVPD
C -1.45 -1.69 -0.04
C -0.97 -0.35 -0.40
S 0.59 0.03 0.30
C 0.88 1.96 0.06
O 0.75 -0.37 1.64
Cl 2.65 -0.31 -0.43
H -1.49 -2.41 -0.86
H -0.76 -1.93 0.74
H -2.44 -1.60 0.62
H -0.83 -0.08 -1.49
H 1.39 1.94 -0.94
H 0.06 2.59 0.02
H 1.62 2.21 0.77
```



Record 5
A molecular structure, C19H44FeN2O7PS. Source: the OMol25 dataset; level of theory: ωB97M-V/def2-TZVPD.

Results
Energy (eV): -92239.937
2S+1: 5
Highest occupied orbital energy (spin up / spin down) (eV): -11.45 / -11.38
Total charge: +1
LUMO level (spin up / spin down) (eV): -1.83 / -2.14
⟨S²⟩: 6.007
Largest force on an atom (eV/Å): 0.9

Geometry as XYZ:
```
75
C19H44FeN2O7PS, DFT ωB97M-V/def2-TZVPD
Fe -0.04 0.72 0.01
C 3.31 0.71 0.33
O 2.15 1.54 0.29
C 2.37 2.75 -0.42
C 1.18 3.64 -0.17
O 0.04 2.97 -0.68
C -1.18 3.64 -0.40
C -2.31 2.71 -0.75
O -2.21 1.59 0.12
C -3.33 0.72 0.03
H 4.09 1.18 0.94
H 3.01 -0.23 0.79
H 3.69 0.52 -0.67
H 3.28 3.25 -0.05
H 2.48 2.54 -1.49
H 1.07 3.79 0.91
H 1.31 4.60 -0.67
H -1.22 3.88 0.67
H -1.25 4.56 -0.99
H -3.26 3.23 -0.59
H -2.23 2.38 -1.79
H -4.21 1.20 0.46
H -3.53 0.46 -1.01
H -3.09 -0.18 0.59
C 1.31 -3.89 -2.36
C 1.92 -2.59 -2.89
C 3.09 -2.14 -2.02
C 2.37 -2.77 -4.33
O 0.95 -1.50 -2.93
P -0.17 -1.18 -1.85
O -0.62 0.25 -2.07
O 0.32 -1.33 -0.42
O -1.34 -2.24 -2.03
C -2.26 -2.39 -3.15
C -3.42 -1.42 -2.95
C -2.75 -3.83 -3.06
C -1.59 -2.13 -4.50
H 2.08 -4.66 -2.32
H 0.51 -4.23 -3.02
H 0.90 -3.75 -1.36
H 3.85 -2.93 -1.97
H 2.73 -1.94 -1.01
H 3.53 -1.24 -2.43
H 3.18 -3.50 -4.37
H 2.73 -1.82 -4.73
H 1.55 -3.12 -4.96
H -3.90 -1.61 -1.99
H -4.16 -1.55 -3.74
H -3.04 -0.40 -2.98
H -3.18 -4.02 -2.08
H -1.93 -4.53 -3.22
H -3.51 -4.01 -3.82
H -1.17 -1.12 -4.52
H -2.33 -2.22 -5.29
H -0.79 -2.85 -4.68
C -0.20 3.72 4.44
N 0.22 2.39 4.86
C 1.09 2.38 6.03
C 0.09 1.32 4.05
S -0.36 1.51 2.42
N 0.28 0.10 4.59
C -0.17 -0.20 5.95
C 0.43 -1.07 3.75
H -0.40 4.31 5.33
H -1.10 3.66 3.84
H 0.58 4.21 3.85
H 1.80 3.20 5.94
H 1.65 1.45 6.08
H 0.53 2.52 6.95
H -0.60 0.68 6.42
H 0.65 -0.58 6.57
H -0.94 -0.97 5.90
H 0.98 -0.83 2.85
H -0.54 -1.49 3.47
H 0.99 -1.83 4.31
```



Record 6
A molecular structure, C31H48Br2IrN3O2P2S in a non-equilibrium geometry. Source: the OMol25 dataset; level of theory: ωB97M-V/def2-TZVPD.

Results
Energy (eV): -213817.212
Highest occupied orbital energy (spin up / spin down) (eV): -11.85 / -11.85
Total charge: +2
LUMO level (spin up / spin down) (eV): -6.80 / -6.80
Largest force on an atom (eV/Å): 4.4

Geometry as XYZ:
```
90
C31H48Br2IrN3O2P2S, DFT ωB97M-V/def2-TZVPD
Ir 1.17 -0.25 0.09
C 4.41 -1.20 -1.28
C 4.58 -0.71 0.11
C 5.87 -0.54 0.64
C 6.02 -0.20 1.96
C 4.87 -0.10 2.78
C 4.92 0.11 4.19
Br 6.59 0.24 5.07
C 3.76 0.16 4.94
C 2.53 0.05 4.32
Br 0.94 0.14 5.32
C 2.38 -0.14 2.91
O 1.25 -0.25 2.37
C 3.61 -0.23 2.15
N 3.49 -0.49 0.84
H 5.31 -1.05 -1.87
H 3.57 -0.71 -1.76
H 4.20 -2.27 -1.24
H 6.72 -0.68 0.01
H 6.99 -0.03 2.38
H 3.81 0.29 6.01
C -0.20 0.87 -3.33
P 1.21 0.13 -2.41
C 1.60 -1.24 -3.56
C 2.50 1.43 -2.57
C 3.31 1.51 -3.69
C 4.34 2.43 -3.76
C 4.57 3.29 -2.69
C 3.76 3.23 -1.57
C 2.72 2.31 -1.50
P 1.65 2.21 -0.01
C 0.22 3.29 -0.41
C 2.45 3.25 1.27
H -0.39 1.89 -3.00
H -1.09 0.27 -3.15
H 0.01 0.89 -4.39
H 2.04 -0.88 -4.49
H 0.66 -1.73 -3.79
H 2.27 -1.97 -3.10
H 3.15 0.85 -4.53
H 4.97 2.46 -4.63
H 5.38 3.99 -2.73
H 3.95 3.91 -0.76
H 0.55 4.20 -0.91
H -0.27 3.55 0.53
H -0.49 2.76 -1.05
H 2.52 4.28 0.92
H 3.44 2.87 1.52
H 1.82 3.22 2.16
C -5.00 -1.31 -2.22
C -4.80 -2.77 -1.86
C -4.97 -3.06 -0.37
C -3.81 -2.59 0.50
N -3.81 -1.16 0.73
C -2.80 -0.33 0.59
S -1.34 -0.92 -0.11
N -2.93 0.95 0.91
C -4.14 1.56 1.44
C -5.22 1.79 0.37
C -6.50 2.38 0.97
C -7.30 1.37 1.78
H -4.99 -1.17 -3.30
H -4.22 -0.68 -1.80
H -5.97 -0.96 -1.86
H -3.80 -3.10 -2.19
H -5.53 -3.37 -2.41
H -5.05 -4.14 -0.24
H -5.90 -2.62 -0.01
H -2.86 -2.85 0.03
H -3.86 -3.09 1.48
H -4.69 -0.80 1.08
H -2.12 1.54 0.78
H -3.87 2.52 1.88
H -4.53 0.93 2.24
H -5.47 0.86 -0.14
H -4.82 2.48 -0.38
H -7.12 2.74 0.15
H -6.25 3.24 1.59
H -7.58 0.52 1.17
H -8.21 1.84 2.15
H -6.74 1.02 2.65
C 1.31 -4.90 1.29
C 1.71 -3.43 1.34
O 1.37 -2.74 0.13
H 1.64 -5.40 2.19
H 1.77 -5.40 0.44
H 0.23 -5.00 1.21
H 2.80 -3.34 1.44
H 1.24 -2.95 2.19
H 0.50 -3.07 -0.15
```



Record 7
C25H32N4O4S in the gas phase in a non-equilibrium geometry. Source: the OMol25 dataset; level of theory: ωB97M-V/def2-TZVPD.

Results
Energy (eV): -51431.538
Highest occupied orbital energy (eV): -8.43
LUMO level (eV): 0.53
Largest force on an atom (eV/Å): 1.1

Geometry as XYZ:
```
66
C25H32N4O4S, DFT ωB97M-V/def2-TZVPD
C -0.09 4.83 -0.23
C 1.06 4.23 -0.99
C 2.28 4.89 -1.08
C 3.34 4.33 -1.77
C 3.21 3.08 -2.36
C 1.99 2.41 -2.27
C 1.78 1.06 -2.86
O 0.71 0.73 -3.36
N 2.84 0.23 -2.79
C 2.75 -1.17 -3.21
C 2.09 -1.93 -2.04
O 2.71 -2.58 -1.24
N 0.75 -1.68 -2.00
C -0.14 -1.91 -0.96
C -1.39 -1.28 -1.04
C -2.30 -1.40 -0.01
C -1.96 -2.17 1.09
S -3.08 -2.24 2.46
O -3.22 -3.59 2.94
O -4.28 -1.50 2.19
N -2.22 -1.46 3.70
C -1.91 -0.14 3.55
N -1.77 0.28 2.36
C -1.50 1.66 2.07
C -2.63 2.60 2.50
C -2.62 2.94 3.98
C -2.87 1.74 4.90
C -1.76 0.68 4.81
C -0.76 -2.83 1.17
C 0.16 -2.71 0.14
C 4.13 -1.72 -3.56
C 4.00 -3.17 -4.05
C 4.80 -0.87 -4.63
C 0.93 2.99 -1.59
H 0.06 5.89 -0.06
H -0.19 4.33 0.73
H -1.02 4.68 -0.78
H 2.40 5.86 -0.62
H 4.27 4.86 -1.85
H 4.03 2.66 -2.91
H 3.63 0.48 -2.23
H 2.10 -1.20 -4.09
H 0.41 -1.02 -2.70
H -1.61 -0.67 -1.90
H -3.25 -0.91 -0.03
H -2.40 -1.82 4.63
H -1.36 1.71 0.99
H -0.56 1.98 2.55
H -3.58 2.12 2.24
H -2.55 3.52 1.92
H -3.39 3.69 4.18
H -1.65 3.39 4.24
H -3.82 1.28 4.64
H -2.93 2.10 5.93
H -1.80 0.03 5.68
H -0.78 1.18 4.80
H -0.54 -3.43 2.04
H 1.12 -3.21 0.19
H 4.74 -1.72 -2.65
H 3.57 -3.79 -3.27
H 4.98 -3.56 -4.31
H 3.36 -3.21 -4.93
H 4.21 -0.87 -5.54
H 5.79 -1.26 -4.87
H 4.92 0.17 -4.31
H -0.01 2.46 -1.54
```



Sequential ΔE to the lowest compared entry with this formula, charge and spin output: 541.2; 0.0; 538.4; 362.2; 63.7; 0.0; 71.3 kJ/mol